{
  "formula": "C26H38FIrN5O9P2SSi",
  "method": "ωB97M-V/def2-TZVPD",
  "species": ["Ir", "C", "Si", "C", "C", "C", "C", "C", "C", "N", "C", "S", "H", "H", "H", "H", "H", "H", "H", "H", "H", "H", "H", "H", "C", "C", "N", "C", "C", "C", "O", "O", "C", "O", "C", "C", "C", "F", "C", "C", "C", "N", "C", "C", "N", "C", "C", "H", "H", "H", "H", "H", "H", "H", "H", "H", "H", "H", "H", "H", "H", "H", "H", "H", "H", "N", "C", "C", "P", "O", "O", "O", "P", "O", "O", "O", "H", "H", "H", "H", "H", "H", "H", "H"],
  "xyz": [[-1.19242, 1.93015, 0.29893], [-3.32840, 7.85318, -2.74310], [-3.16595, 6.74365, -1.25769], [-4.82585, 6.17169, -0.63863], [-2.15837, 7.54884, 0.08882], [-2.20411, 5.19258, -1.83372], [-1.73210, 5.02965, -3.13907], [-1.04047, 3.89349, -3.53846], [-0.81366, 2.88169, -2.62537], [-1.26152, 3.01901, -1.38014], [-1.92162, 4.12571, -0.99527], [-2.23286, 3.86075, 0.71131], [-3.88058, 8.75314, -2.46427], [-3.88061, 7.37448, -3.55431], [-2.35831, 8.17592, -3.12651], [-5.42164, 7.03113, -0.32345], [-4.73927, 5.50164, 0.21874], [-5.38213, 5.64980, -1.41928], [-2.66451, 8.44784, 0.44718], [-1.17330, 7.84487, -0.27684], [-2.02042, 6.88703, 0.94611], [-1.90847, 5.81248, -3.86656], [-0.68059, 3.78825, -4.55165], [-0.29129, 1.96587, -2.86318], [-2.28809, -5.48479, -1.47969], [-2.12047, -4.91869, -0.07999], [-1.55624, -3.55619, -0.09333], [-2.38800, -2.51649, 0.00478], [-2.01394, -1.19649, -0.06418], [-3.15999, -0.20689, -0.04579], [-4.28709, -0.63356, 0.03824], [-2.89856, 1.06263, -0.22431], [-0.65313, -0.89242, -0.26454], [-0.17702, 0.27544, -0.41455], [0.26902, -2.01476, -0.35020], [1.64270, -1.76063, -0.48501], [2.49748, -2.81495, -0.58460], [3.82209, -2.60036, -0.70877], [2.05505, -4.14708, -0.55070], [0.71271, -4.39677, -0.39309], [-0.19980, -3.33358, -0.28149], [2.96889, -5.24325, -0.68664], [3.54334, -5.34675, -2.03492], [4.57422, -6.48193, -2.04286], [4.23190, -7.42675, -0.92792], [4.45989, -6.78296, 0.41864], [4.02164, -5.31802, 0.32714], [-2.70534, -6.48944, -1.42264], [-1.33918, -5.53709, -2.01398], [-2.97171, -4.86778, -2.06232], [-1.48789, -5.54545, 0.54693], [-3.08272, -4.84828, 0.42201], [-3.44157, -2.73632, 0.12719], [2.00287, -0.74041, -0.46047], [0.38792, -5.42598, -0.36668], [4.04229, -4.42625, -2.35397], [2.73598, -5.55680, -2.73663], [5.58532, -6.13058, -1.84749], [4.57143, -7.03318, -2.97978], [4.76489, -8.29279, -1.00335], [3.24056, -7.66091, -1.00078], [5.51673, -6.88562, 0.65613], [3.87259, -7.34763, 1.13910], [4.87209, -4.66930, 0.09511], [3.62515, -5.00532, 1.29060], [1.00600, 3.54171, 3.90411], [0.93159, 2.10580, 3.41625], [1.73432, 1.20419, 4.34414], [-0.89820, 1.76267, 3.35593], [-1.14465, 0.82383, 4.61219], [-1.19828, 0.91422, 2.12374], [-1.50615, 3.10963, 3.47980], [1.65516, 2.04371, 1.69914], [2.79875, 3.17047, 1.87428], [2.20615, 0.71013, 1.42090], [0.64412, 2.71516, 0.76029], [1.08848, 3.57439, 4.92063], [0.09188, 3.97098, 3.65326], [1.79996, 4.03052, 3.48131], [1.34890, 1.25212, 5.36366], [2.79162, 1.47589, 4.33929], [1.65801, 0.17691, 3.99639], [-1.64684, 0.02395, 4.41570], [3.67167, 2.84523, 1.62017]],
  "atomic_forces_ev_per_a": [[0.03, -0.15, -0.11], [0.00, 0.01, 0.00], [0.01, -0.01, -0.01], [-0.01, 0.00, 0.01], [0.01, 0.01, 0.01], [-0.03, 0.03, -0.05], [-0.06, 0.09, 0.02], [0.03, -0.06, -0.04], [-0.05, -0.07, 0.08], [0.17, -0.12, -0.26], [0.01, 0.12, -0.03], [-0.12, 0.02, 0.35], [0.00, 0.00, 0.00], [0.00, 0.00, 0.00], [0.00, 0.00, 0.00], [0.00, 0.00, 0.00], [0.00, 0.00, 0.00], [0.00, 0.00, 0.00], [0.00, 0.00, 0.00], [0.00, 0.00, 0.00], [0.00, 0.00, 0.00], [0.00, 0.00, 0.00], [0.00, 0.00, 0.00], [0.01, 0.00, 0.01], [0.00, 0.00, 0.00], [0.00, -0.01, 0.00], [0.00, 0.01, 0.00], [0.01, 0.00, 0.00], [0.01, 0.04, 0.03], [-0.01, -0.07, -0.05], [-0.01, 0.01, 0.03], [0.14, 0.12, -0.02], [-0.01, 0.03, -0.08], [-0.08, -0.09, 0.14], [0.02, 0.01, 0.00], [-0.01, 0.01, 0.04], [0.02, 0.00, 0.01], [-0.01, -0.01, -0.02], [-0.02, 0.00, 0.01], [0.00, 0.00, -0.02], [-0.01, 0.01, 0.01], [0.01, -0.02, -0.01], [0.00, 0.00, 0.01], [0.00, 0.00, 0.00], [-0.01, 0.00, 0.00], [0.00, 0.01, 0.01], [0.02, 0.00, 0.01], [0.00, 0.00, 0.00], [0.00, 0.00, 0.00], [0.00, 0.00, 0.00], [0.00, 0.00, 0.00], [0.00, 0.00, 0.00], [0.00, 0.00, 0.00], [0.00, 0.00, 0.00], [0.00, 0.00, 0.00], [0.00, 0.00, -0.01], [0.00, 0.00, 0.00], [0.00, 0.00, 0.00], [0.00, 0.00, 0.00], [0.00, 0.00, 0.00], [0.00, 0.00, 0.00], [0.00, 0.00, 0.00], [0.00, 0.00, 0.00], [0.00, 0.00, 0.00], [0.00, 0.00, 0.00], [0.12, 0.02, -0.06], [0.03, -0.01, -0.05], [0.01, 0.01, -0.01], [-0.03, 0.07, 0.19], [0.03, -0.03, 0.00], [0.00, -0.03, -0.25], [-0.01, -0.01, 0.02], [-0.05, 0.04, 0.04], [-0.02, -0.01, -0.02], [-0.03, -0.01, -0.03], [0.00, -0.02, 0.05], [0.01, 0.00, 0.00], [-0.07, 0.02, 0.02], [0.01, 0.00, 0.03], [0.00, -0.01, 0.00], [0.00, 0.01, 0.00], [0.00, 0.00, 0.01], [-0.04, 0.01, 0.00], [0.00, 0.00, 0.01]],
  "lowdin_charge": [1.346, -0.175, 0.520, -0.165, -0.168, -0.190, -0.031, -0.016, -0.060, -0.149, -0.612, 0.870, 0.044, 0.042, 0.041, 0.044, 0.018, 0.044, 0.043, 0.041, 0.014, 0.109, 0.119, 0.130, -0.052, -0.169, -0.012, 0.060, -0.022, -0.553, 0.107, -0.181, -0.263, -0.133, -0.027, 0.104, -0.185, 0.089, -0.164, 0.080, -0.103, -0.110, -0.121, -0.072, 0.058, -0.067, -0.132, 0.089, 0.070, 0.090, 0.119, 0.129, 0.157, 0.123, 0.118, 0.134, 0.137, 0.141, 0.141, 0.188, 0.182, 0.140, 0.138, 0.130, 0.146, 0.181, -0.473, -0.074, 0.344, -0.089, -0.395, -0.328, 0.364, -0.124, -0.254, -0.431, 0.171, 0.127, 0.144, 0.089, 0.094, 0.091, 0.101, 0.102],
  "e_homo_ev": [-12.88, -12.82],
  "homo_lumo_gap_ha": [0.2980, 0.2292],
  "lumo_ev": [-4.78, -6.58],
  "multiplicity": 2,
  "charge": 2,
  "relative_energy_ev": 0.0000,
  "max_force_ha_per_bohr": 0.00722
}